14
Properties=species:S:1:pos:R:3 method="wB97M-V/def2-TZVPD" spin_multiplicity=3 fmax_ev_per_a=5.18 mol_weight_da=179.0 s_squared=2.18 e_homo_ha="-0.2661 / -0.3140" homo_lumo_gap_ev="6.19 / 6.09"
N -0.3901 1.5027 0.3277
C 1.4138 -0.7743 0.2570
H 1.2434 2.4543 1.1816
Cl -2.7905 -0.1683 -2.3041
H 0.1236 -2.3233 -0.6119
H 2.1858 -1.6632 0.1379
C 0.1906 -1.2395 -0.2270
C 0.9474 1.6123 0.6001
H 2.8429 0.6998 0.8963
O -1.3213 2.2874 0.3660
C 1.7848 0.5211 0.6156
N -2.1913 -0.4967 -0.7935
C -0.9308 -0.4735 -0.4878
Cl -3.1083 -1.9390 0.0420

21
Properties=species:S:1:pos:R:3 method="wB97M-V/def2-TZVPD" spin_multiplicity=2 fmax_ev_per_a=3.47 mol_weight_da=102.2 e_above_lowest_ev=2.064 s_squared=0.75 total_charge=+1 e_homo_ha="-0.5374 / -0.5352" homo_lumo_gap_ev="11.70 / 6.72"
H 1.3698 -0.2923 0.4617
H -2.2378 -0.9091 1.4092
H 0.6166 -0.1490 2.8487
N 1.0795 -0.8945 -3.3382
N 0.0670 -0.8035 -0.9886
H -0.8958 -0.5335 -1.2137
H 0.8148 0.7966 -2.0458
C 1.0583 -0.2356 -1.9375
H 1.1078 -0.1547 -4.1335
C -0.6203 0.5345 1.0844
H 1.0593 1.2444 2.0894
H 0.1222 -1.3345 1.0562
H 2.0934 -0.3027 -1.5502
C 0.2145 0.7808 2.4326
H -2.5318 0.3300 0.0935
H -2.6076 0.7776 1.9738
C -2.0992 0.1326 1.0835
C 0.3142 -0.5205 0.4253
H -0.4025 1.3852 3.0974
H 2.0981 -1.3461 -3.4097
H -0.6204 1.4943 0.5615

15
Properties=species:S:1:pos:R:3 method="wB97M-V/def2-TZVPD" fmax_ev_per_a=4.36 mol_weight_da=189.5 e_above_lowest_ev=2.242 e_homo_ha="-0.2817 / -0.2816" homo_lumo_gap_ev="7.39 / 7.39"
H 0.9693 2.4008 -0.4759
H -0.5517 -1.0748 2.1355
C -0.1432 0.3195 0.4866
C -1.1040 -0.3664 1.5208
H -1.4181 0.7431 -1.2087
H 0.6930 0.8551 1.0407
Cl 0.3097 -3.5705 0.1357
C 0.0379 2.2739 -1.0537
Si 1.2089 -1.9235 -0.6425
Cl 0.9955 -1.4621 -2.5985
C -0.5080 1.1064 -0.7423
H -0.2566 2.9699 -1.8766
Cl 3.1068 -1.9280 0.0100
H -1.8680 -0.8910 1.0701
H -1.4714 0.5477 2.1988